Density functional theory data (the ωB97M-V functional and the def2-TZVPD basis) for 14 unconnected molecules or ions with the total composition C51H102O24 in a non-equilibrium geometry.

## Properties
ΔE to the lowest compared entry with this formula, charge and spin in eV: 6.386
Total charge: 0
E in eV: -103670.411
LUMO in eV: 0.34
HOMO in eV: -9.48
Largest force on an atom in eV Å⁻¹: 5.8

Last columns: bonded neighbours and bond lengths (Å).
Geometry (Å):
1 C 15.1558 -1.6174 3.2141  C2 1.524, C5 1.540, H6 1.090, H7 1.090
2 C 16.4358 -0.7960 3.1134  C1 1.524, C3 1.520, H8 1.090, H9 1.090
3 C 16.7877 -0.7758 1.6354  C2 1.520, O4 1.441, H10 1.090, H11 1.090
4 O 15.5730 -1.1440 0.9531  C3 1.441, C5 1.396
5 C 14.8879 -2.0526 1.7616  C1 1.540, O4 1.396, H12 1.090, H13 1.090
6 H 14.3122 -1.0489 3.6057  C1 1.090
7 H 15.2839 -2.4239 3.9361  C1 1.090
8 H 17.2162 -1.3276 3.6579  C2 1.090
9 H 16.3528 0.1890 3.5729  C2 1.090
10 H 17.5956 -1.4718 1.4095  C3 1.090
11 H 17.2010 0.1894 1.3427  C3 1.090
12 H 15.2316 -3.0664 1.5563  C5 1.090
13 H 13.8324 -2.0877 1.4919  C5 1.090
14 C 7.6766 -9.5663 4.6183  C15 1.518, C18 1.509, H19 1.090, H20 1.090
15 C 7.2866 -8.8473 5.8976  C14 1.518, C16 1.500, H21 1.090, H22 1.090
16 C 6.3047 -7.8128 5.4342  C15 1.500, O17 1.397, H23 1.090, H24 1.090
17 O 5.5706 -8.5997 4.5430  C16 1.397, C18 1.439
18 C 6.3208 -9.6836 3.9670  C14 1.509, O17 1.439, H25 1.090, H26 1.090
19 H 8.2631 -10.4746 4.7563  C14 1.090
20 H 8.2791 -8.8289 4.0879  C14 1.090
21 H 8.1735 -8.3447 6.2835  C15 1.090
22 H 6.8793 -9.4747 6.6904  C15 1.090
23 H 6.7874 -6.9713 4.9373  C16 1.090
24 H 5.6886 -7.3156 6.1835  C16 1.090
25 H 6.4301 -9.6522 2.8830  C18 1.090
26 H 5.8477 -10.6327 4.2191  C18 1.090
27 C 11.6157 1.8015 8.7994  C28 1.510, C31 1.542, H32 1.090, H33 1.090
28 C 13.1036 2.0056 8.6470  C27 1.510, C29 1.549, H34 1.090, H35 1.090
29 C 13.3230 1.0428 7.4533  C28 1.549, O30 1.431, H36 1.090, H37 1.090
30 O 12.2549 1.3196 6.5422  C29 1.431, C31 1.499
31 C 11.0527 1.6603 7.3708  C27 1.542, O30 1.499, H38 1.090, H39 1.090
32 H 11.0987 2.6465 9.2543  C27 1.090
33 H 11.5051 0.9297 9.4443  C27 1.090
34 H 13.6345 1.6340 9.5235  C28 1.090
35 H 13.4046 3.0488 8.5512  C28 1.090
36 H 13.3678 -0.0235 7.6746  C29 1.090
37 H 14.3143 1.2949 7.0768  C29 1.090
38 H 10.3403 0.8354 7.3781  C31 1.090
39 H 10.5811 2.6017 7.0890  C31 1.090
40 C 4.7454 1.1150 11.6449  C41 1.540, C44 1.517, H45 1.090, H46 1.090
41 C 4.9763 1.4315 10.1553  C40 1.540, C42 1.523, H47 1.090, H48 1.090
42 C 6.4517 1.1037 9.9690  C41 1.523, O43 1.456, H49 1.090, H50 1.090
43 O 6.9614 1.6321 11.2267  C42 1.456, C44 1.442
44 C 6.1172 1.1501 12.2921  C40 1.517, O43 1.442, H51 1.090, H52 1.090
45 H 4.3301 0.1207 11.8090  C40 1.090
46 H 4.0678 1.8117 12.1384  C40 1.090
47 H 4.9173 2.5083 9.9968  C41 1.090
48 H 4.3128 0.9090 9.4662  C41 1.090
49 H 6.8489 1.5212 9.0438  C42 1.090
50 H 6.7131 0.0456 9.9544  C42 1.090
51 H 6.2503 1.8537 13.1140  C44 1.090
52 H 6.4835 0.1709 12.6005  C44 1.090
53 C -3.3890 -1.4630 2.5977  C54 1.516, C57 1.531, H58 1.090, H59 1.090
54 C -2.6357 -1.1093 3.8652  C53 1.516, C55 1.600, H60 1.090, H61 1.090
55 C -1.5197 -2.2527 3.9471  C54 1.600, O56 1.433, H62 1.090, H63 1.090
56 O -1.8788 -3.1545 2.8932  C55 1.433, C57 1.390
57 C -2.4915 -2.4587 1.8577  C53 1.531, O56 1.390, H64 1.090, H65 1.090
58 H -3.7894 -0.6228 2.0304  C53 1.090
59 H -4.3468 -1.9336 2.8196  C53 1.090
60 H -3.2820 -0.9974 4.7357  C54 1.090
61 H -2.0964 -0.1692 3.7487  C54 1.090
62 H -1.4754 -2.7278 4.9271  C55 1.090
63 H -0.5364 -1.7855 3.8941  C55 1.090
64 H -2.8910 -3.2190 1.1865  C57 1.090
65 H -1.8132 -1.9791 1.1520  C57 1.090
66 C 9.9878 -6.6248 -0.8187  C67 1.525, C70 1.511, H71 1.090, H72 1.090
67 C 9.4035 -7.2190 0.4586  C66 1.525, C68 1.561, H73 1.090, H74 1.090
68 C 9.2732 -5.9278 1.3260  C67 1.561, O69 1.440, H75 1.090, H76 1.090
69 O 9.8800 -4.8869 0.5371  C68 1.440, C70 1.425
70 C 10.8009 -5.4180 -0.4112  C66 1.511, O69 1.425, H77 1.090, H78 1.090
71 H 9.2096 -6.3496 -1.5306  C66 1.090
72 H 10.5681 -7.3659 -1.3685  C66 1.090
73 H 10.1685 -7.8164 0.9546  C67 1.090
74 H 8.5154 -7.8176 0.2560  C67 1.090
75 H 9.6828 -5.9877 2.3343  C68 1.090
76 H 8.2336 -5.6065 1.3904  C68 1.090
77 H 11.7010 -5.6661 0.1513  C70 1.090
78 H 11.0689 -4.6416 -1.1277  C70 1.090
79 C 10.9880 -5.1482 8.0599  C80 1.552, C83 1.510, H84 1.090, H85 1.090
80 C 11.9205 -5.7229 9.1588  C79 1.552, C81 1.514, H86 1.090, H87 1.090
81 C 12.9708 -4.6479 9.3379  C80 1.514, O82 1.465, H88 1.090, H89 1.090
82 O 12.1662 -3.4298 9.2127  C81 1.465, C83 1.432
83 C 11.2222 -3.6598 8.1604  C79 1.510, O82 1.432, H90 1.090, H91 1.090
84 H 9.9661 -5.2943 8.4099  C79 1.090
85 H 11.1229 -5.5548 7.0576  C79 1.090
86 H 12.4653 -6.6540 9.0032  C80 1.090
87 H 11.3715 -5.7887 10.0981  C80 1.090
88 H 13.8409 -4.7206 8.6854  C81 1.090
89 H 13.4139 -4.5480 10.3288  C81 1.090
90 H 11.7899 -3.2906 7.3062  C83 1.090
91 H 10.3064 -3.0815 8.2825  C83 1.090
92 C 2.8868 2.8467 -0.3888  C93 1.504, C96 1.546, H97 1.090, H98 1.090
93 C 2.6694 2.4644 1.0498  C92 1.504, C94 1.547, H99 1.090, H100 1.090
94 C 1.4491 1.5201 0.9377  C93 1.547, O95 1.418, H101 1.090, H102 1.090
95 O 1.5070 0.9105 -0.3418  C94 1.418, C96 1.458
96 C 2.0094 1.9216 -1.2638  C92 1.546, O95 1.458, H103 1.090, H104 1.090
97 H 3.9156 2.6818 -0.7090  C92 1.090
98 H 2.5733 3.8768 -0.5579  C92 1.090
99 H 2.4690 3.3557 1.6445  C93 1.090
100 H 3.5147 1.9124 1.4608  C93 1.090
101 H 0.4880 1.9946 1.1359  C94 1.090
102 H 1.4963 0.7101 1.6656  C94 1.090
103 H 1.1966 2.5479 -1.6314  C96 1.090
104 H 2.5480 1.5992 -2.1549  C96 1.090
105 C 6.6011 -6.3017 11.1003  C106 1.537, C109 1.478, H110 1.090, H111 1.090
106 C 6.3308 -4.8593 10.6423  C105 1.537, C107 1.549, H112 1.090, H113 1.090
107 C 5.0338 -4.5705 11.4394  C106 1.549, O108 1.420, H114 1.090, H115 1.090
108 O 4.3277 -5.8028 11.4483  C107 1.420, C109 1.433
109 C 5.2334 -6.8623 11.1172  C105 1.478, O108 1.433, H116 1.090, H117 1.090
110 H 7.0869 -6.3233 12.0758  C105 1.090
111 H 7.3398 -6.9156 10.5850  C105 1.090
112 H 6.0101 -4.8097 9.6017  C106 1.090
113 H 7.1393 -4.1770 10.9051  C106 1.090
114 H 4.5087 -3.7879 10.8917  C107 1.090
115 H 5.2798 -4.2685 12.4574  C107 1.090
116 H 5.0056 -7.2372 10.1194  C109 1.090
117 H 5.1657 -7.7604 11.7312  C109 1.090
118 C 7.2752 -1.9627 -2.0477  O119 1.418, H124 1.090, H125 1.090, H126 1.090
119 O 7.3774 -2.0263 -3.4607  C118 1.418, C120 1.293
120 C 7.5267 -1.0041 -4.2386  O119 1.293, O121 1.213, O122 1.315
121 O 7.5060 0.1824 -3.9891  C120 1.213
122 O 7.7215 -1.5897 -5.4003  C120 1.315, C123 1.383
123 C 8.1142 -0.8152 -6.4766  O122 1.383, H127 1.090, H128 1.090, H129 1.090
124 H 8.1377 -1.5428 -1.5302  C118 1.090
125 H 7.2561 -2.9762 -1.6471  C118 1.090
126 H 6.4223 -1.4005 -1.6674  C118 1.090
127 H 8.6121 0.1341 -6.2793  C123 1.090
128 H 7.1416 -0.5681 -6.9022  C123 1.090
129 H 8.6471 -1.3538 -7.2602  C123 1.090
130 C 4.8021 -1.8180 5.2134  O131 1.433, H136 1.090, H137 1.090, H138 1.090
131 O 5.7477 -0.9968 4.5167  C130 1.433, C132 1.415
132 C 7.0521 -1.4694 4.2400  O131 1.415, O133 1.235, O134 1.372
133 O 7.5751 -2.5185 4.6278  C132 1.235
134 O 7.7089 -0.4370 3.6185  C132 1.372, C135 1.491
135 C 9.1549 -0.5320 3.2670  O134 1.491, H139 1.090, H140 1.090, H141 1.090
136 H 5.0679 -1.6339 6.2544  C130 1.090
137 H 4.8946 -2.8835 5.0027  C130 1.090
138 H 3.7775 -1.4695 5.0840  C130 1.090
139 H 9.6202 -1.3192 3.8601  C135 1.090
140 H 9.5045 0.4671 3.5272  C135 1.090
141 H 9.4455 -0.8537 2.2670  C135 1.090
142 C -2.0948 -6.1778 9.3767  O143 1.451, H148 1.090, H149 1.090, H150 1.090
143 O -0.9046 -5.4637 8.9552  C142 1.451, C144 1.319
144 C -0.1049 -5.7555 7.9473  O143 1.319, O145 1.289, O146 1.357
145 O 0.9578 -5.1077 7.6135  C144 1.289
146 O -0.5506 -6.8465 7.2740  C144 1.357, C147 1.409
147 C 0.1256 -7.3497 6.1443  O146 1.409, H151 1.090, H152 1.090, H153 1.090
148 H -2.7859 -5.8497 8.6003  C142 1.090
149 H -2.4546 -5.9795 10.3863  C142 1.090
150 H -1.9640 -7.2598 9.3598  C142 1.090
151 H -0.2444 -8.3332 5.8545  C147 1.090
152 H 1.1848 -7.5683 6.2802  C147 1.090
153 H 0.0512 -6.7128 5.2629  C147 1.090
154 C 9.5727 3.1944 -1.1046  O155 1.380, H160 1.090, H161 1.090, H162 1.090
155 O 10.6601 3.8899 -1.5933  C154 1.380, C156 1.398
156 C 11.8802 3.4923 -1.0396  O155 1.398, O157 1.263, O158 1.347
157 O 12.0550 2.5631 -0.2017  C156 1.263
158 O 12.9061 4.0411 -1.7181  C156 1.347, C159 1.395
159 C 14.1780 3.4984 -1.5312  O158 1.395, H163 1.090, H164 1.090, H165 1.090
160 H 8.7133 3.5291 -1.6854  C154 1.090
161 H 9.3763 3.3669 -0.0464  C154 1.090
162 H 9.6089 2.1078 -1.1819  C154 1.090
163 H 14.3838 2.6173 -2.1390  C159 1.090
164 H 14.4446 3.3702 -0.4821  C159 1.090
165 H 14.9222 4.1528 -1.9850  C159 1.090
166 C 13.9487 4.7581 4.0413  O167 1.391, H172 1.090, H173 1.090, H174 1.090
167 O 15.1205 4.7729 4.7901  C166 1.391, C168 1.407
168 C 16.3327 5.0560 4.1340  O167 1.407, O169 1.259, O170 1.308
169 O 16.4613 4.9575 2.8852  C168 1.259
170 O 17.2077 5.4181 5.0370  C168 1.308, C171 1.426
171 C 18.4487 5.9542 4.5837  O170 1.426, H175 1.090, H176 1.090, H177 1.090
172 H 13.5989 5.7351 3.7079  C166 1.090
173 H 13.1506 4.3560 4.6654  C166 1.090
174 H 14.1437 4.0538 3.2326  C166 1.090
175 H 19.2317 6.1270 5.3220  C171 1.090
176 H 18.2425 6.9189 4.1202  C171 1.090
177 H 18.8576 5.2989 3.8146  C171 1.090